[1]
Here is a structure of composition C44H48MoNO8S4 in a non-equilibrium geometry from the Open Molecules 2025 dataset. Energies are from ωB97M-V/def2-TZVPD.

Element x y z (Å)
Mo 0.86 1.39 -0.82
C -3.09 -4.64 -0.91
C -2.36 -3.81 0.10
C -2.38 -4.42 1.48
O -1.04 -3.58 -0.35
C -0.64 -2.31 0.07
C -1.96 -1.53 0.02
O -2.95 -2.48 0.14
C -2.36 -0.74 2.30
O -2.15 -0.46 1.01
C -3.68 -0.63 2.78
C -3.96 -0.48 4.17
C -5.26 -0.53 4.62
C -6.31 -0.68 3.71
C -6.06 -0.74 2.34
C -4.77 -0.70 1.87
C -1.22 -1.06 3.11
C 0.02 -0.47 2.79
C 1.10 -0.62 3.64
C 0.98 -1.39 4.79
C -0.22 -2.04 5.08
C -1.31 -1.88 4.25
C 0.53 -1.81 -0.84
O 0.62 -0.35 -0.77
C 1.80 -2.44 -0.23
C 2.81 -1.64 0.32
C 3.94 -2.22 0.90
C 4.07 -3.59 0.95
C 3.05 -4.39 0.45
C 1.92 -3.83 -0.12
C 0.27 -2.14 -2.32
C -0.59 -1.32 -3.05
C -0.89 -1.60 -4.38
C -0.32 -2.71 -5.00
C 0.55 -3.51 -4.29
C 0.86 -3.22 -2.96
H -2.55 -5.58 -1.04
H -3.12 -4.12 -1.87
H -4.10 -4.86 -0.58
H -1.96 -5.42 1.44
H -3.41 -4.48 1.84
H -1.80 -3.82 2.19
H -0.28 -2.32 1.10
H -2.07 -0.99 -0.92
H -3.16 -0.25 4.86
H -5.47 -0.44 5.68
H -7.33 -0.73 4.08
H -6.89 -0.84 1.65
H -4.57 -0.81 0.82
H 0.10 0.17 1.93
H 2.04 -0.13 3.41
H 1.82 -1.50 5.46
H -0.30 -2.68 5.96
H -2.22 -2.43 4.45
H 2.70 -0.58 0.34
H 4.71 -1.58 1.32
H 4.96 -4.04 1.38
H 3.13 -5.47 0.51
H 1.12 -4.46 -0.46
H -1.02 -0.44 -2.61
H -1.56 -0.95 -4.93
H -0.57 -2.94 -6.03
H 1.01 -4.37 -4.76
H 1.58 -3.85 -2.46
O 0.12 4.18 -2.47
S 1.34 4.36 -1.72
O 2.57 4.10 -2.39
N 1.17 3.33 -0.34
C 0.85 4.09 0.78
S 0.29 3.42 2.17
C 1.03 5.53 0.53
C 0.92 6.55 1.46
C 1.16 7.85 1.04
C 1.51 8.13 -0.28
C 1.62 7.11 -1.22
C 1.35 5.83 -0.79
H 0.68 6.32 2.49
H 1.07 8.67 1.75
H 1.72 9.15 -0.58
H 1.90 7.32 -2.25
C -3.43 1.61 -1.11
S -2.34 2.29 0.12
C -2.38 3.98 -0.43
O -0.94 1.74 -0.37
H -4.38 2.14 -1.02
H -3.59 0.55 -0.90
H -3.00 1.76 -2.09
H -3.42 4.27 -0.58
H -1.82 4.05 -1.36
H -1.93 4.60 0.34
C 5.06 2.81 -0.58
C 5.12 1.55 -1.44
S 3.77 1.48 -2.63
O 2.52 1.32 -1.63
C 3.97 -0.20 -3.25
C 3.12 -0.38 -4.51
H 5.94 2.83 0.07
H 4.17 2.81 0.05
H 5.06 3.71 -1.19
H 5.06 0.63 -0.85
H 6.02 1.52 -2.06
H 3.70 -0.88 -2.45
H 5.04 -0.31 -3.47
H 2.06 -0.32 -4.28
H 3.32 -1.36 -4.94
H 3.37 0.37 -5.26

Properties
- HOMO-LUMO gap (spin up / spin down) (eV) = 6.802 / 6.799
- highest occupied orbital energy (spin up / spin down) (hartree) = -0.583 / -0.583
- spin multiplicity = 1
- E_tot (eV) = -109447.344
- LUMO level (spin up / spin down) (eV) = -9.06 / -9.06
- total charge = +3


[2]
Here is the molecule C6H11N in a non-equilibrium geometry from the Open Molecules 2025 dataset. Energies are from ωB97M-V/def2-TZVPD.

Element x y z (Å)
C -3.07 1.53 -0.74
C -1.91 0.89 -0.92
C -1.53 -0.43 -0.32
N -0.45 -0.28 0.65
C 0.83 -0.73 0.36
C 1.97 -0.53 1.07
C 3.24 -0.58 0.26
H -3.99 0.98 -0.56
H -3.06 2.62 -0.76
H -1.07 1.48 -1.25
H -2.40 -0.86 0.15
H -1.22 -1.08 -1.14
H -0.65 0.02 1.58
H 0.85 -1.40 -0.49
H 1.86 -0.26 2.12
H 4.09 -1.14 0.64
H 3.00 -0.72 -0.81
H 3.51 0.49 0.17

Properties
- HOMO-LUMO gap (eV) = 8.572
- highest occupied orbital energy (hartree) = -0.271
- spin multiplicity = 1
- E_tot (eV) = -7888.065
- SMILES string = C=CCN/C=C/C
- LUMO level (eV) = 1.18
- total charge = 0


[3]
Here is the molecule C5H8O2 in a non-equilibrium geometry from the Open Molecules 2025 dataset. Energies are from ωB97M-V/def2-TZVPD.

Element x y z (Å)
C -1.66 -0.68 0.04
C -0.47 0.28 -0.26
O -1.07 1.49 -0.59
C 0.52 0.23 0.95
C 1.60 -0.50 0.13
C 0.96 0.11 -1.08
O 1.46 0.72 -1.99
H -2.29 -0.15 0.77
H -2.30 -0.91 -0.81
H -1.36 -1.61 0.54
H -0.43 1.97 -1.13
H 0.81 1.25 1.21
H 0.16 -0.31 1.83
H 2.65 -0.31 0.35
H 1.41 -1.57 0.05

Properties
- HOMO-LUMO gap (eV) = 10.443
- highest occupied orbital energy (hartree) = -0.350
- spin multiplicity = 1
- E_tot (eV) = -9408.298
- SMILES string = C[C@@]1(O)CCC1=O
- LUMO level (eV) = 0.93
- total charge = 0


[4]
Here is a cluster of 2 separate species, C10H18N2S in total in a non-equilibrium geometry from the Open Molecules 2025 dataset. Energies are from ωB97M-V/def2-TZVPD.

Element x y z (Å)
C -3.69 -1.77 -0.63
C -2.56 -1.74 0.00
C -2.39 -2.32 1.38
C -1.35 -1.13 -0.49
C -0.48 -0.31 0.18
C 0.62 0.41 -0.50
C 1.79 0.71 0.11
C 3.05 1.30 -0.55
C 4.45 0.56 -0.58
C 5.33 1.01 0.52
H -4.63 -2.24 -0.11
H -3.94 -1.38 -1.54
H -3.44 -2.35 1.82
H -1.67 -1.67 2.01
H -2.09 -3.31 1.41
H -1.01 -1.38 -1.50
H -0.57 -0.02 1.19
H 0.56 0.45 -1.51
H 1.77 0.43 1.21
H 3.11 2.39 -0.30
H 2.58 1.21 -1.62
H 4.28 -0.54 -0.60
H 4.90 1.01 -1.58
H 6.33 0.69 0.40
H 5.37 2.10 0.54
H 4.98 0.75 1.52
H -4.71 1.67 -1.73
N -5.12 0.92 -1.13
N -4.54 0.96 -0.02
S -3.47 2.13 0.45
H -3.47 1.46 1.63

Properties
- HOMO-LUMO gap (eV) = 8.712
- highest occupied orbital energy (hartree) = -0.299
- spin multiplicity = 1
- E_tot (eV) = -24472.023
- SMILES string = C=C(C)/C=C/C=C/CCC.[H]/N=N\S
- LUMO level (eV) = 0.58
- total charge = 0